No. 1
DFT (ωB97M-V/def2-TZVPD) results for a cluster of 6 separate species, C13H26O16 in total.

Properties
Total charge = -2
Electronic energy = -46658.771 eV
Molar mass = 438.33 g/mol
HOMO energy = 0.236 eV
Orbital gap = 2.79 eV
Relative energy (zero: lowest compared OMol25 entry of this formula, charge and spin) = 0.000 eV

```
55
Properties=species:S:1:pos:R:3:forces:R:3
O -6.4858 1.1282 -1.7711 -0.1 -0.6 -0.3
H -6.4262 0.1931 -2.0481 0.0 0.5 0.2
O -2.4109 0.7981 0.4979 -1.9 -1.2 -2.4
C -1.7940 1.9049 0.8806 2.3 -0.4 4.4
O -2.2186 3.0238 0.7959 -2.7 3.4 -2.7
O -0.8612 1.6497 1.6416 3.4 -1.4 1.2
H -3.1124 1.1611 -0.0479 -0.9 -0.4 -0.4
C 0.9350 -1.9080 -4.8539 0.5 -0.3 1.4
O 1.8247 -1.3488 -5.8149 1.0 1.5 -1.2
C 3.1407 -1.6884 -5.8885 -1.5 0.5 -1.5
O 3.5722 -2.7178 -5.5110 1.0 -1.5 1.1
O 3.8649 -0.7955 -6.6457 -0.5 -0.4 0.1
C 5.0864 -1.3021 -7.2409 0.6 0.2 0.4
H -0.1001 -1.5738 -4.9250 0.3 0.4 -1.0
H 1.2519 -1.5124 -3.8889 0.0 -0.5 0.2
H 0.9206 -2.9979 -4.8573 0.3 0.0 -0.1
H 5.7029 -0.4611 -7.5583 -0.6 0.4 0.0
H 4.9509 -1.9435 -8.1117 -0.6 0.0 0.1
H 5.7605 -1.8232 -6.5611 -0.6 -0.2 0.4
C 4.7349 3.1766 11.1904 0.9 1.6 0.4
O 3.9432 2.0355 10.9240 2.1 1.1 1.8
C 3.2009 1.9721 9.8587 -2.1 1.8 -2.7
O 2.9266 2.8479 9.0236 1.1 -2.0 2.0
O 2.7142 0.7505 9.9329 -1.9 -1.9 -1.6
C 1.7580 0.2717 8.8994 0.2 0.5 0.0
H 5.3207 3.1028 12.1067 -0.4 -1.1 0.2
H 4.1978 4.1087 11.3654 -0.7 -0.2 -0.4
H 5.5209 3.4261 10.4776 -0.4 -0.5 -0.7
H 1.4450 -0.7531 9.0991 0.7 0.0 0.5
H 2.1985 0.3031 7.9029 0.2 0.2 0.2
H 0.8189 0.8248 8.8798 0.4 0.5 0.2
C -5.2378 9.3153 -5.3150 0.0 0.4 0.2
O -4.4170 8.2944 -5.8830 -0.7 2.6 -1.9
C -4.1720 7.2342 -5.2055 1.3 -1.5 1.7
O -4.6473 6.9809 -4.1414 -0.5 -0.6 0.5
O -3.1694 6.5902 -5.8249 -0.1 -0.1 -1.2
C -2.8508 5.2581 -5.4706 0.3 -0.8 1.6
H -4.9453 9.6378 -4.3157 0.4 -0.5 0.1
H -6.2913 9.0461 -5.2384 0.1 -0.2 -0.3
H -5.0824 10.1767 -5.9645 -0.3 -0.2 -0.1
H -3.2906 4.4586 -6.0669 -0.4 0.5 -0.4
H -3.1303 5.0890 -4.4307 -0.2 -0.1 0.0
H -1.7729 5.0992 -5.4993 0.0 0.5 -0.3
C -1.0164 -10.4290 0.6166 0.6 -1.1 0.8
O -0.3270 -9.2112 0.3710 -0.2 1.9 0.1
C -0.2651 -8.2309 1.3473 -0.4 -0.8 0.8
O -0.7471 -8.3195 2.4581 0.2 -0.3 -1.1
O 0.4432 -7.1810 0.9263 -0.4 -0.5 -0.7
C 0.4792 -6.0402 1.8011 0.3 0.4 0.4
H -0.4139 -10.9523 1.3591 -0.3 -0.3 0.1
H -1.0304 -11.0480 -0.2805 0.5 0.5 -0.3
H -2.0562 -10.4624 0.9416 0.0 1.1 0.3
H -0.4676 -5.8536 2.3079 0.1 -0.3 -0.1
H 0.7414 -5.1495 1.2303 -0.2 -0.4 -0.4
H 1.2859 -6.1561 2.5249 -0.2 -0.3 0.2
```
Positions in Å, forces in eV/Å.

No. 2
DFT (ωB97M-V/def2-TZVPD) results for a cluster of 2 separate species, C5H15NO in total.

Properties
Total charge = 0
Electronic energy = -8965.315 eV
Molar mass = 105.18 g/mol
HOMO energy = -8.557 eV
Orbital gap = 9.55 eV
Relative energy (zero: lowest compared OMol25 entry of this formula, charge and spin) = 1.044 eV
Structure (SMILES) = CCNC(C)C.O

```
22
Properties=species:S:1:pos:R:3:forces:R:3
C -0.1515 2.4644 -0.1616 0.0 -0.3 -0.9
C -0.5659 1.0312 -0.4287 -0.7 -1.1 1.2
N 0.5653 0.1215 -0.5581 0.3 -0.2 -0.2
C 1.3417 -0.0178 0.6990 -0.2 0.1 -0.9
C 1.5297 -1.4812 1.0574 0.2 -0.6 -0.2
C 2.6908 0.7040 0.5827 0.7 -0.4 0.7
H 0.1640 2.9021 -1.1136 0.0 0.2 0.2
H -1.0109 3.0056 0.2349 0.3 0.2 0.1
H 0.7169 2.5028 0.4970 -0.3 0.1 0.2
H -1.2888 0.9069 -1.2383 0.5 0.3 -0.5
H -1.1801 0.6451 0.4117 0.1 0.5 0.3
H 0.2166 -0.8008 -0.7902 -0.1 0.1 -0.2
H 0.7596 0.4408 1.4994 -0.1 0.0 0.2
H 0.6454 -2.1121 0.9507 -0.5 0.4 0.4
H 1.8964 -1.5120 2.0809 0.0 -0.4 0.1
H 2.2209 -2.0426 0.4166 0.4 0.6 0.0
H 2.7963 1.5559 1.2547 -0.2 0.2 -0.1
H 2.8914 1.0130 -0.4323 -0.1 0.1 -0.3
H 3.5139 0.0345 0.8741 -0.2 0.0 -0.1
O -5.6033 -2.9325 -1.9780 0.5 0.4 -0.2
H -6.2828 -2.9966 -2.6523 -0.2 -0.2 0.2
H -5.8657 -3.4322 -1.2059 -0.3 -0.2 0.0
```
Positions in Å, forces in eV/Å.

No. 3
DFT (ωB97M-V/def2-TZVPD) results for a cluster of 2 separate species, C5H15NOS in total.

Properties
Spin multiplicity = 2
Total charge = +1
Electronic energy = -19792.448 eV
⟨S²⟩ = 0.7547
Molar mass = 137.25 g/mol
HOMO energy (alpha / beta) = -13.096 / -13.030 eV
Orbital gap (alpha / beta) = 10.43 / 5.62 eV
Relative energy (zero: lowest compared OMol25 entry of this formula, charge and spin) = 0.162 eV

```
23
Properties=species:S:1:pos:R:3:forces:R:3
C 0.2388 1.6996 0.9453 -0.6 0.9 1.4
N -0.7933 0.6724 0.6945 1.8 1.2 -1.1
C -1.3041 0.5835 -0.6805 -0.4 -0.8 0.8
C -0.7786 -0.6555 -1.4783 0.3 1.2 0.4
S -1.2626 -2.2230 -0.8350 1.1 -1.0 0.2
C 0.7777 1.6112 2.4031 1.0 -0.3 -1.2
C 1.6134 0.3399 2.5025 0.8 0.0 1.7
H 1.0050 1.5681 0.1427 -0.3 0.0 0.6
H -0.1191 2.7534 0.8856 -0.5 -0.8 -0.8
H -0.6525 -0.1161 1.3474 -0.9 -0.1 -0.7
H -0.9754 1.4263 -1.2513 0.3 0.9 0.2
H -2.4026 0.6221 -0.6452 0.2 -0.3 0.0
H -1.0605 -0.3873 -2.5091 0.0 -0.6 0.2
H 0.3342 -0.6199 -1.4320 -0.8 -0.2 -0.2
H -2.5431 -2.0743 -0.6289 -1.1 0.4 -0.1
H -0.0295 1.6181 3.1492 0.1 0.1 -0.4
H 1.4111 2.5037 2.5737 -0.4 -0.4 -0.1
H 2.1236 0.2650 3.4885 -0.4 0.2 -0.5
H 0.9843 -0.5363 2.4870 -0.2 -0.6 -0.3
H 2.4237 0.2441 1.7766 -0.3 0.2 -0.2
H 2.8545 -0.3881 -2.3702 -0.1 -0.2 -0.2
H 2.5226 0.9021 -1.7003 -0.1 0.1 -0.2
O 2.1144 0.2188 -2.2473 0.4 0.1 0.5
```
Positions in Å, forces in eV/Å.

No. 4
DFT (ωB97M-V/def2-TZVPD) results for a cluster of 6 separate species, C2H15O5S in total.

Properties
Spin multiplicity = 2
Total charge = 0
Electronic energy = -23388.978 eV
⟨S²⟩ = 0.7529
Molar mass = 151.20 g/mol
HOMO energy (alpha / beta) = -10.734 / -10.354 eV
Orbital gap (alpha / beta) = 10.83 / 6.99 eV
Relative energy (zero: lowest compared OMol25 entry of this formula, charge and spin) = 0.000 eV

```
23
Properties=species:S:1:pos:R:3:forces:R:3
C 0.9178 -2.8908 0.3612 0.0 -0.2 -0.1
C 0.0969 -2.3459 -0.7976 -0.2 0.8 0.5
S -0.4660 -0.6539 -0.4339 -0.1 -0.4 0.0
H 1.8622 -2.3548 0.4142 0.1 -0.1 0.1
H 0.3893 -2.7297 1.3012 0.0 -0.1 0.0
H 1.1149 -3.9621 0.2492 0.0 0.2 0.0
H 0.6176 -2.2937 -1.7502 0.0 -0.3 -0.1
H -0.8428 -2.8822 -0.9242 -0.1 -0.2 -0.2
H -1.2551 0.4544 -3.9627 0.0 -0.1 0.0
H -0.8029 0.5233 -2.4913 -0.2 0.0 -0.2
O -1.1792 1.0497 -3.2134 0.2 0.1 0.2
H -1.4984 2.5526 0.7226 -0.1 0.3 0.4
H -2.0104 1.7168 -0.3639 -0.6 0.0 -0.2
O -2.3391 2.1664 0.4256 0.8 -0.2 -0.1
H 2.1960 1.1359 -1.4983 0.2 0.3 -0.1
H 1.4796 0.4866 -0.3832 -1.1 -1.2 0.6
O 2.1313 1.1391 -0.5375 1.1 1.1 -0.5
H -1.3092 1.2132 2.9832 -0.1 -0.1 0.1
H -0.6993 -0.0759 2.4860 -0.1 -0.5 -0.5
O -0.6307 0.5583 3.1925 0.1 0.6 0.2
H 1.0854 2.5169 0.6940 0.2 -0.1 0.2
H 0.4895 1.9253 1.9994 0.2 -0.1 0.1
O 0.6525 2.7507 1.5273 -0.4 0.2 -0.3
```
Positions in Å, forces in eV/Å.

No. 5
DFT (ωB97M-V/def2-TZVPD) results for a structure of composition C28H20F3N2OS3SbZr.

Properties
Total charge = +2
Electronic energy = -82849.330 eV
Molar mass = 766.66 g/mol
HOMO energy = -14.212 eV
Orbital gap = 6.61 eV
Relative energy (zero: lowest compared OMol25 entry of this formula, charge and spin) = 0.534 eV

```
59
Properties=species:S:1:pos:R:3:forces:R:3
Zr 0.3159 -0.3857 0.3702 0.3 0.1 -0.1
S -0.4740 -2.6018 0.9449 0.1 0.0 0.0
C 0.7693 -3.0938 2.1008 0.0 0.0 0.0
C 1.0057 -4.4489 2.2984 0.0 0.0 0.0
C 1.9626 -4.8645 3.2146 0.0 0.0 -0.1
C 2.2049 -6.2695 3.3874 0.0 0.0 0.1
N 2.3841 -7.3950 3.5216 0.0 0.0 0.0
C 2.6873 -3.9141 3.9481 0.0 0.0 0.0
C 2.4451 -2.5599 3.7556 0.0 0.0 0.0
C 1.4924 -2.1468 2.8319 0.0 0.0 0.0
S 1.2329 -0.4117 2.5961 0.0 0.0 0.0
C 3.6937 -4.3217 4.8877 0.0 0.0 0.0
N 4.5187 -4.6385 5.6198 0.0 0.0 0.0
H 0.4461 -5.1889 1.7418 0.0 0.0 0.0
H 3.0051 -1.8339 4.3297 0.0 0.0 0.0
F -1.2362 -1.5558 -4.6561 0.0 0.0 0.0
C -1.6971 -0.9461 -3.5669 0.0 0.0 0.0
C -1.5478 -1.5664 -2.3402 0.0 0.0 0.1
C -2.0247 -0.8921 -1.2123 -0.1 0.2 0.0
C -2.6168 0.3759 -1.3090 0.0 0.0 0.0
C -2.7853 0.9436 -2.5673 0.0 -0.1 0.0
C -2.3348 0.2779 -3.7020 0.0 0.0 0.0
Sb -2.8554 1.4322 0.5445 -0.1 -0.2 0.1
C -3.6578 3.2470 -0.1590 0.1 0.0 -0.1
C -5.0372 3.3934 -0.0123 0.0 0.1 0.0
C -5.6692 4.5388 -0.4694 0.0 0.0 0.0
C -4.9001 5.5285 -1.0538 0.0 0.0 0.0
F -5.4979 6.6344 -1.4865 0.0 0.0 0.0
C -3.5280 5.4141 -1.2015 0.0 0.0 0.0
C -2.9069 4.2604 -0.7517 -0.1 0.1 0.0
C -0.7036 1.9176 0.3195 -0.1 0.2 0.0
C 0.0628 2.2460 1.4540 -0.1 -0.2 0.0
C 1.4133 2.5745 1.3551 0.0 -0.1 0.0
C 2.0012 2.5906 0.0976 0.1 0.1 0.1
F 3.2897 2.8686 -0.0059 0.0 0.0 0.0
C 1.2836 2.3120 -1.0567 -0.1 -0.1 0.0
C -0.0597 1.9723 -0.9369 -0.1 -0.1 0.0
H -1.1344 -2.5649 -2.2760 0.0 0.0 0.0
H -2.1253 -1.4286 -0.2703 0.0 0.0 0.0
H -3.2582 1.9135 -2.6727 0.0 0.0 0.0
H -2.4644 0.6959 -4.6923 0.0 0.0 0.0
H -5.6365 2.6261 0.4646 0.0 0.0 0.0
H -6.7369 4.6756 -0.3689 0.0 0.0 0.0
H -2.9707 6.2210 -1.6572 0.0 0.0 0.0
H -1.8327 4.1756 -0.8625 0.0 0.0 0.0
H -0.3929 2.2166 2.4374 0.0 0.0 0.0
H 2.0076 2.8045 2.2302 0.0 0.0 0.0
H 1.7704 2.3636 -2.0223 0.0 0.0 0.0
H -0.6167 1.7400 -1.8376 0.0 0.1 0.0
C 3.9756 -1.2220 -2.2959 0.0 0.0 0.0
S 3.5506 -1.0827 -0.5770 0.1 0.0 0.1
C 3.7120 -2.7753 -0.0602 -0.1 0.0 0.0
O 1.9998 -0.8590 -0.6484 -0.1 0.0 0.0
H 3.3522 -1.9855 -2.7582 0.0 0.0 0.0
H 5.0328 -1.4838 -2.3520 0.0 0.0 0.0
H 3.8187 -0.2466 -2.7516 0.0 0.0 0.0
H 4.7689 -3.0354 -0.1393 0.0 0.0 0.0
H 3.1009 -3.4080 -0.7026 0.0 0.0 0.0
H 3.3976 -2.8332 0.9811 0.0 0.0 0.0
```
Positions in Å, forces in eV/Å.

Question: Which of these has the lowest electronic energy?
Answer: C28H20F3N2OS3SbZr